Version one
DFT (ωB97M-V with the def2-TZVPD basis set) results for a structure of composition C6H15N.

XYZ file:
```
22
C6H15N, DFT ωB97M-V with the def2-TZVPD basis set
C -2.101 -1.365 0.584
C -2.693 -0.867 -0.689
C -0.793 -1.875 0.679
N -0.331 0.811 0.163
C 0.678 0.433 0.796
C 2.055 0.436 0.147
C 2.053 0.720 -1.338
H -1.163 -0.565 0.877
H -2.724 -1.699 1.405
H -2.085 -1.158 -1.543
H -3.674 -1.306 -0.880
H -2.804 0.214 -0.683
H -0.229 -2.186 -0.196
H -0.439 -2.534 1.462
H 1.105 3.602 0.882
H 0.563 0.020 1.826
H 1.275 4.278 0.615
H 2.658 1.230 0.616
H 2.571 -0.471 0.486
H 3.051 0.760 -1.768
H 1.501 1.619 -1.598
H 1.525 -0.097 -1.843
```

E_HOMO = -0.2464 Ha
E_LUMO = -0.27 eV

***

Version two
DFT (ωB97M-V with the def2-TZVPD basis set) results for the molecule C6H15N.

XYZ file:
```
22
C6H15N, DFT ωB97M-V with the def2-TZVPD basis set
C -1.993 0.457 2.836
N -0.987 -0.285 2.064
C -0.531 0.398 0.865
C 0.539 -0.440 0.162
C 0.501 -0.328 -1.376
C 1.359 -1.391 -2.028
C 0.846 1.087 -1.892
H -2.957 0.425 2.326
H -1.800 1.514 3.049
H -2.058 -0.086 3.773
H -0.209 -0.441 2.672
H -0.203 1.429 1.068
H -1.330 0.490 0.124
H 1.563 -0.246 0.509
H 0.346 -1.478 0.438
H -0.554 -0.478 -1.642
H 0.991 -1.685 -3.021
H 1.405 -2.356 -1.523
H 2.340 -0.966 -2.247
H 0.167 1.431 -2.682
H 1.865 1.020 -2.266
H 0.698 1.928 -1.210
```

SMILES = CNCCC(C)C
E_HOMO = -0.3263 Ha
E_LUMO = 1.17 eV

***

Version three
DFT (ωB97M-V with the def2-TZVPD basis set) results for a structure of composition C6H15N.

XYZ file:
```
22
C6H15N, DFT ωB97M-V with the def2-TZVPD basis set
C 4.157 0.257 -0.003
N 0.969 -0.066 0.661
C -0.169 -0.221 -0.023
C -1.397 0.522 0.520
C -2.490 0.689 -0.548
C -1.994 -0.314 1.674
C -0.210 -0.986 -1.301
H 3.715 0.202 -0.993
H 4.912 -0.485 0.251
H 4.686 1.210 0.068
H 3.379 0.178 0.748
H 0.795 0.678 -0.164
H -0.994 1.467 0.875
H -3.343 1.271 -0.202
H -2.129 1.058 -1.511
H -2.865 -0.307 -0.801
H -1.209 -0.548 2.387
H -2.377 -1.248 1.259
H -2.807 0.275 2.093
H -1.108 -1.600 -1.421
H -0.147 -0.350 -2.184
H 0.626 -1.681 -1.385
```

E_HOMO = -0.2874 Ha
E_LUMO = 0.70 eV

***

Which is the most stable structure? version two is the most stable.

***

Version one
DFT (ωB97M-V with the def2-TZVPD basis set) results for a structure of composition C6H15N.

XYZ file:
```
22
C6H15N, DFT ωB97M-V with the def2-TZVPD basis set
C 0.320 -1.468 -0.772
N 0.144 -0.689 0.217
C -0.837 2.355 0.425
C 0.378 2.731 1.298
C 1.700 2.590 0.549
C -0.740 -2.402 -1.375
C -0.871 -3.546 -0.345
H 1.320 -1.783 -1.155
H -0.272 -0.260 -0.737
H -1.817 2.636 0.796
H -0.676 2.801 -0.564
H -0.727 1.277 0.268
H 0.256 3.751 1.668
H 0.389 1.993 2.089
H 2.507 2.443 1.264
H 1.911 3.363 -0.189
H 1.644 1.682 -0.031
H -1.699 -1.876 -1.327
H -0.530 -2.701 -2.399
H 0.042 -4.127 -0.208
H -1.093 -3.016 0.581
H -1.681 -4.239 -0.564
```

E_HOMO = -0.3160 Ha
E_LUMO = 0.82 eV

***

Version two
DFT (ωB97M-V with the def2-TZVPD basis set) results for the molecule C6H15N.

XYZ file:
```
22
C6H15N, DFT ωB97M-V with the def2-TZVPD basis set
C -0.668 2.898 -1.615
C -0.013 1.692 -0.906
C -0.793 0.440 -0.657
C -0.639 -0.465 0.659
C 0.360 -1.670 0.540
C 0.313 -2.526 1.881
N 1.782 -1.212 0.169
H -0.011 3.124 -2.562
H -1.679 2.761 -1.866
H -0.557 3.939 -1.239
H 0.984 1.540 -1.490
H 0.460 1.941 0.156
H -1.945 0.801 -0.735
H -0.755 -0.249 -1.472
H -0.388 0.173 1.453
H -1.531 -0.883 0.868
H -0.032 -2.490 -0.213
H -0.576 -2.991 1.929
H 0.422 -1.972 2.749
H 0.995 -3.355 1.868
H 1.895 -0.510 -0.570
H 2.377 -0.985 1.051
```

SMILES = CCCC[C@H](C)N
E_HOMO = -0.3248 Ha
E_LUMO = 1.16 eV

***

Which is the most stable structure? version two is the most stable.

***

Version one
DFT (ωB97M-V with the def2-TZVPD basis set) results for the molecule C6H15N.

XYZ file:
```
22
C6H15N, DFT ωB97M-V with the def2-TZVPD basis set
C 1.135 2.930 -1.629
N 0.149 2.105 -0.968
C 0.518 0.652 -0.895
C -0.135 0.033 0.368
C -0.697 -1.385 0.469
C -1.614 -1.400 1.649
C 0.362 -2.480 0.532
H 1.324 2.494 -2.621
H 2.116 3.104 -1.099
H 0.662 3.893 -1.891
H -0.253 2.543 -0.156
H 1.571 0.467 -1.102
H -0.213 0.285 -1.691
H 0.731 0.082 1.067
H -0.788 0.841 0.690
H -1.281 -1.505 -0.484
H -1.764 -2.309 2.264
H -2.637 -1.045 1.490
H -1.080 -0.819 2.440
H 0.964 -2.585 1.420
H 1.032 -2.442 -0.340
H -0.103 -3.459 0.486
```

SMILES = CNCCC(C)C
E_HOMO = -0.3054 Ha
E_LUMO = 1.14 eV

***

Version two
DFT (ωB97M-V with the def2-TZVPD basis set) results for a cluster of 2 separate species, C6H15N in total.

XYZ file:
```
22
C6H15N, DFT ωB97M-V with the def2-TZVPD basis set
C -1.911 -1.630 -0.232
C -1.136 -0.356 -0.003
C -0.842 0.106 1.253
C -0.037 1.342 1.386
N -0.887 -0.710 2.365
H -1.365 -2.493 0.160
H -2.892 -1.605 0.249
H -2.088 -1.776 -1.296
H -1.338 0.411 -0.741
H -0.295 2.073 0.625
H -0.168 1.812 2.360
H 1.016 1.039 1.107
H -1.179 -1.665 2.232
H -0.209 -0.547 3.092
C 1.626 1.100 -2.024
C 1.764 -0.081 -1.070
H 1.359 2.003 -1.480
H 0.829 0.913 -2.747
H 2.545 1.291 -2.586
H 2.012 -0.991 -1.620
H 2.599 0.074 -0.386
H 0.596 -0.309 -0.642
```

SMILES = C/C=C(/C)N.CC
E_HOMO = -0.2780 Ha
E_LUMO = 1.02 eV

***

Version three
DFT (ωB97M-V with the def2-TZVPD basis set) results for the molecule C6H15N.

XYZ file:
```
22
C6H15N, DFT ωB97M-V with the def2-TZVPD basis set
C 2.570 -0.048 -0.458
C 1.380 0.782 -0.834
N 0.180 0.292 -0.219
C -0.821 -0.363 -1.113
C -2.006 -1.250 -0.678
C -0.312 1.064 0.967
C -0.738 -0.145 2.051
H 2.476 -0.993 -0.811
H 3.455 0.346 -0.912
H 2.795 -0.186 0.623
H 1.166 1.151 -1.870
H 1.690 1.845 -0.466
H -1.216 0.531 -1.694
H -0.183 -1.041 -1.706
H -2.800 -0.774 0.047
H -2.816 -1.422 -1.422
H -1.743 -2.263 -0.334
H 0.452 1.658 1.436
H -1.207 1.750 0.824
H -1.722 -0.356 1.790
H -0.068 -1.070 1.846
H -0.532 0.492 2.932
```

SMILES = CCN(CC)CC
E_HOMO = -0.2846 Ha
E_LUMO = 1.14 eV

***

Version four
DFT (ωB97M-V with the def2-TZVPD basis set) results for a cluster of 3 separate species, C6H15N in total.

XYZ file:
```
22
C6H15N, DFT ωB97M-V with the def2-TZVPD basis set
C -0.231 -0.603 -0.005
C -0.013 1.980 -0.271
C -1.624 -0.617 0.587
C -0.249 -2.276 -1.312
C 0.868 -0.892 0.992
C 1.283 2.360 0.379
N 0.109 0.159 -1.064
H -0.659 0.212 -1.731
H -0.887 2.142 0.357
H -0.185 2.490 -1.218
H 0.811 -0.224 1.855
H -1.868 -1.626 0.931
H -2.373 -0.308 -0.144
H -1.685 0.057 1.444
H 0.673 -2.302 -1.884
H -0.297 -3.069 -0.569
H -1.148 -2.213 -1.921
H 0.752 -1.900 1.398
H 1.849 -0.806 0.524
H 1.367 3.452 0.488
H 1.373 1.946 1.387
H 2.134 2.038 -0.224
```

E_HOMO = -0.2723 Ha
E_LUMO = 0.95 eV

***

Which is the most stable structure? version one is the most stable.

***

Version one
DFT (ωB97M-V with the def2-TZVPD basis set) results for the molecule C6H15N.

XYZ file:
```
22
C6H15N, DFT ωB97M-V with the def2-TZVPD basis set
C 1.878 -2.459 -0.206
C 1.010 -1.636 0.740
N -0.195 -1.200 0.123
C -0.941 -0.066 0.618
C -0.951 1.115 -0.362
C 0.425 1.518 -0.926
C -1.736 2.299 0.192
H 2.807 -2.718 0.317
H 2.134 -1.847 -1.066
H 1.402 -3.364 -0.590
H 0.907 -2.207 1.676
H 1.630 -0.772 1.004
H -0.738 -1.879 -0.381
H -1.988 -0.360 0.681
H -0.656 0.233 1.630
H -1.502 0.713 -1.209
H 0.436 1.431 -2.015
H 0.804 2.510 -0.663
H 1.160 0.771 -0.595
H -2.258 2.865 -0.581
H -1.138 3.060 0.691
H -2.491 1.993 0.923
```

SMILES = CCNCC(C)C
E_HOMO = -0.3033 Ha
E_LUMO = 1.19 eV

***

Version two
DFT (ωB97M-V with the def2-TZVPD basis set) results for the molecule C6H15N.

XYZ file:
```
22
C6H15N, DFT ωB97M-V with the def2-TZVPD basis set
C 0.405 1.577 3.087
N -0.033 0.482 2.136
C -0.383 0.762 0.752
C 0.278 -0.364 -0.167
C -0.451 -0.647 -1.460
C -0.071 -2.219 -1.735
C -0.020 0.312 -2.555
H -0.073 2.536 2.899
H 1.372 1.857 2.932
H 0.011 1.211 4.015
H 0.863 -0.054 2.085
H 0.115 1.712 0.483
H -1.398 0.955 0.466
H 1.325 -0.110 -0.292
H 0.228 -1.334 0.577
H -1.591 -0.735 -1.472
H 0.004 -2.261 -2.838
H -0.787 -2.780 -1.251
H 0.959 -2.633 -1.417
H 1.155 0.076 -2.701
H -0.013 1.323 -2.379
H -0.497 0.337 -3.598
```

SMILES = CNCCC(C)C
E_HOMO = -0.3212 Ha
E_LUMO = 1.09 eV

***

Version three
DFT (ωB97M-V with the def2-TZVPD basis set) results for the molecule C6H15N.

XYZ file:
```
22
C6H15N, DFT ωB97M-V with the def2-TZVPD basis set
C -0.920 0.235 -2.923
C -0.046 0.465 -1.666
N -0.773 -0.343 -0.601
C -0.378 -0.126 0.828
C -0.821 1.252 1.296
C 1.179 -0.190 1.043
C 1.575 -1.302 2.023
H -0.610 -0.756 -3.292
H -1.977 0.165 -2.588
H -0.737 0.975 -3.686
H 1.004 0.248 -1.865
H -0.163 1.369 -1.057
H -0.453 -1.291 -0.812
H -0.780 -0.964 1.376
H -0.296 2.037 0.741
H -0.468 1.573 2.283
H -1.890 1.469 1.254
H 1.682 0.681 1.481
H 1.547 -0.298 0.020
H 2.625 -1.170 2.251
H 1.621 -2.224 1.418
H 1.016 -1.199 2.953
```

SMILES = CCN[C@H](C)CC
E_HOMO = -0.3290 Ha
E_LUMO = 1.10 eV

***

Which is the most stable structure? version one is the most stable.